i:
{"formula": "C6H6S", "method": "ωB97M-V/def2-TZVPD", "total_charge": 0, "e_homo_ev": -8.24, "lumo_ha": -0.0005, "orbital_gap_ev": 8.22, "symbols": ["C", "C", "C", "C", "C", "C", "S", "H", "H", "H", "H", "H", "H"], "positions_angstrom": [[-1.52, -0.13, -0.47], [-0.28, 0.04, 0.41], [-2.78, 0.01, -0.16], [1.20, -0.18, 0.08], [2.13, -1.09, 0.08], [0.64, 1.16, 0.04], [-4.28, -0.05, 0.08], [-1.40, -0.54, -1.39], [-0.38, 0.07, 1.54], [3.09, -0.89, -0.09], [2.00, -2.08, 0.30], [0.53, 1.69, -1.00], [1.07, 1.98, 0.60]]}

ii:
{"formula": "C6H6S", "method": "ωB97M-V/def2-TZVPD", "total_charge": 0, "e_homo_ev": -8.81, "lumo_ha": -0.0382, "orbital_gap_ev": 7.77, "symbols": ["C", "C", "C", "C", "C", "C", "S", "H", "H", "H", "H", "H", "H"], "positions_angstrom": [[-0.14, 2.03, -0.80], [-0.10, 0.58, -0.25], [1.03, -0.37, -0.17], [0.11, 1.75, 0.61], [-1.08, -0.57, -0.37], [0.13, -1.58, -0.22], [2.64, -0.16, 0.19], [1.15, 1.98, 0.88], [-0.58, 2.05, 1.43], [-1.97, -0.68, 0.41], [-1.51, -0.59, -1.47], [0.30, -2.22, -1.01], [0.03, -2.22, 0.76]]}

iii:
{"formula": "C6H6S", "method": "ωB97M-V/def2-TZVPD", "total_charge": 0, "e_homo_ev": -8.83, "lumo_ha": -0.0344, "orbital_gap_ev": 7.89, "symbols": ["C", "C", "C", "C", "C", "C", "S", "H", "H", "H", "H", "H", "H"], "positions_angstrom": [[-1.63, 0.21, -1.64], [-0.29, 0.32, -0.85], [1.20, 0.67, -0.79], [-1.36, 1.43, -0.88], [-0.03, -0.91, -0.04], [1.46, -0.41, 0.16], [2.12, 1.78, -1.44], [-0.97, 2.29, -1.64], [-1.89, 1.66, 0.01], [-0.86, -1.12, 0.73], [0.00, -1.81, -0.62], [2.42, -1.04, -0.06], [1.54, -0.19, 1.21]]}

Which of them is the most stable? Correct choice: i.